# 1
The molecule C21H19N3O2S in a non-equilibrium geometry. Source: the OMol25 dataset; level of theory: ωB97M-V/def2-TZVPD.

Output
Max |F| = 3.7 eV/Å
SMILES string = Cc1c([C@@H](c2ccccc2)C2C(=O)NC(=S)NC2=O)c2ccccc2n1C
Energy = -41485.338 eV
HOMO level = -7.806 eV
Energy above the lowest of the compared OMol25 structures with the same formula, charge and spin = 1.5528 eV
Kohn-Sham gap = 7.098 eV

Last column: Löwdin charge in e.
CARTESIAN COORDINATES (ANGSTROEM)
1 S -0.58233 -5.29334 -3.82654  0.617
2 O 1.70366 -1.28125 -2.05319  0.060
3 O -2.97081 -1.26337 -2.41103  0.033
4 N 2.71618 0.29461 0.78732  -0.049
5 N -1.67903 -3.01151 -2.96288  0.091
6 N 0.50511 -3.18707 -2.40053  0.108
7 C -0.71874 -1.18120 -1.48063  -0.009
8 C 1.70840 -0.61840 0.68099  -0.224
9 C 2.87206 2.78802 0.84465  -0.024
10 C 0.79305 3.89665 0.42900  -0.094
11 C -1.85241 -1.78999 -2.28935  -0.354
12 C 2.15736 3.98818 0.72039  -0.091
13 C -0.56182 -3.80760 -3.03598  -0.837
14 C -3.25878 -0.05742 0.12016  -0.009
15 C -3.01651 1.72312 2.25187  -0.079
16 C -4.28246 1.56185 1.66267  -0.095
17 C 0.82861 1.47781 0.26671  -0.099
18 C -4.39370 0.67218 0.58891  -0.069
19 C 0.56075 -1.80210 -1.99928  -0.337
20 C 0.50736 0.05021 0.38543  -0.143
21 C 1.98963 -2.05552 0.95708  0.000
22 C 2.20726 1.58393 0.61988  -0.154
23 C 0.11110 2.68445 0.16812  -0.022
24 C -1.98374 0.07225 0.70862  -0.195
25 C -1.91329 0.99176 1.76760  -0.058
26 C 4.11875 -0.00531 1.05943  -0.002
27 C -0.77409 -0.68340 0.26432  -0.074
28 H 2.69750 4.93716 0.90091  0.110
29 H 4.16082 -0.54803 2.01536  0.092
30 H -2.87077 2.41036 3.08498  0.101
31 H 3.92917 2.74916 1.09500  0.093
32 H 1.38310 -3.63287 -2.64488  0.136
33 H 4.57497 -0.61206 0.25341  0.108
34 H -5.16135 2.15139 2.02699  0.113
35 H 1.07434 -2.58543 1.23842  0.081
36 H 2.38456 -2.45693 0.00279  0.088
37 H -3.41991 -0.74312 -0.72760  0.078
38 H 2.75539 -2.20188 1.75889  0.092
39 H -5.36798 0.50957 0.12202  0.102
40 H -0.94017 1.12831 2.28926  0.128
41 H -0.80548 -1.79830 0.55577  0.160
42 H -2.51573 -3.44689 -3.38174  0.150
43 H 4.66883 0.93732 1.15721  0.076
44 H -0.68184 -0.04791 -1.77984  0.196
45 H -0.92706 2.66250 -0.17592  0.114
46 H 0.27003 4.84012 0.38525  0.092

Forces on the atoms, in the same order (eV/Å):
0.348 1.457 0.878
-3.533 -1.136 0.244
2.225 -1.068 -0.309
0.290 0.562 -0.111
-0.464 -0.670 -0.013
-0.394 -0.258 -0.566
-0.053 2.921 -1.755
-0.795 1.252 0.447
-0.107 0.188 -0.387
-0.540 -0.170 -0.519
-2.574 0.623 0.030
0.722 -1.155 0.454
-0.156 0.414 0.331
-0.916 -0.038 0.265
0.060 -0.598 -0.590
0.126 0.251 0.004
0.400 -0.274 1.087
0.934 -0.369 0.103
3.458 0.203 0.301
1.110 -0.947 0.748
0.420 -0.130 -0.332
-0.217 -0.416 -0.270
0.663 0.495 -0.263
-1.929 0.829 -0.284
0.689 0.198 1.006
-0.330 -0.188 0.139
0.586 -2.756 -1.701
-0.712 -0.597 -0.175
0.342 0.145 -0.307
-0.026 -0.194 -0.219
-0.193 0.341 -0.016
0.129 0.441 0.240
-0.286 0.302 0.395
0.908 -0.682 -0.378
0.239 0.031 -0.113
-0.104 -0.264 0.643
0.121 0.710 0.921
-0.689 0.167 -0.659
0.395 0.032 0.032
-0.799 -0.052 -0.490
0.412 2.035 0.718
0.543 0.759 0.341
-0.143 -0.425 -0.038
-0.111 -2.182 -0.096
0.322 0.259 0.439
-0.372 -0.046 -0.175

***

# 2
The molecule C21H19N5O4S in a non-equilibrium geometry. Source: the OMol25 dataset; level of theory: ωB97M-V/def2-TZVPD.

Output
Max |F| = 1.4 eV/Å
SMILES string = O=C(CSc1nnc(-c2ccco2)n1Cc1ccccc1)NC(=O)NCc1ccco1
Energy = -48561.189 eV
HOMO level = -8.266 eV
Energy above the lowest of the compared OMol25 structures with the same formula, charge and spin = 2.5238 eV
Kohn-Sham gap = 8.649 eV

Last column: Löwdin charge in e.
CARTESIAN COORDINATES (ANGSTROEM)
1 S 0.92330 3.06488 -1.32527  0.998
2 O 4.36076 -0.04646 0.23437  0.079
3 O -2.72198 -0.56502 1.19519  0.019
4 O 1.39961 2.27631 1.90227  0.070
5 O 0.66887 -2.46642 1.95379  0.045
6 N -2.43818 3.00232 0.49328  0.082
7 N -0.95618 1.48482 -0.07750  0.030
8 N 2.82836 -0.00029 1.91515  0.104
9 N -1.45879 3.62639 -0.14784  0.036
10 N 3.19599 1.86492 0.56795  0.168
11 C 0.53119 -0.94288 -3.77180  -0.075
12 C 1.85897 -2.16748 1.38530  -0.261
13 C -1.66210 -0.66915 -2.10717  -0.024
14 C -0.07796 -3.07200 1.01449  -0.129
15 C 1.86806 -2.57241 0.08257  -0.020
16 C -3.00607 0.75995 1.18122  -0.201
17 C -0.23066 0.25344 -0.26190  -0.090
18 C 0.60434 -3.16450 -0.15797  -0.058
19 C 2.12402 2.60112 0.98261  -0.549
20 C -4.63676 -0.26534 2.29335  -0.048
21 C -3.71263 -1.17112 1.86946  -0.109
22 C 0.69223 -0.43306 -2.49544  -0.054
23 C -0.72570 -1.31165 -4.21894  -0.088
24 C -2.15200 1.71565 0.54105  -0.219
25 C 1.83139 3.79204 0.10715  -0.323
26 C 2.87899 -1.42590 2.18982  -0.075
27 C -1.82268 -1.17209 -3.38538  -0.075
28 C -0.40274 -0.29803 -1.65477  -0.208
29 C 3.51725 0.51867 0.88823  -0.537
30 C -4.18300 0.99390 1.84864  0.005
31 C -0.57439 2.73095 -0.49072  -0.632
32 H -3.64836 -2.23574 1.97686  0.119
33 H -0.85161 -1.70638 -5.21607  0.101
34 H -4.63851 1.95107 1.98779  0.115
35 H -1.06002 -3.39133 1.30046  0.117
36 H -2.51823 -0.56574 -1.45674  0.110
37 H 2.08633 0.56061 2.32413  0.121
38 H 1.38923 -1.04832 -4.41842  0.104
39 H 2.69889 -1.58102 3.25460  0.134
40 H 3.87931 -1.77270 1.91986  0.133
41 H 0.82925 0.44633 -0.07744  0.101
42 H -2.80551 -1.45742 -3.73005  0.104
43 H 1.67390 -0.14360 -2.14994  0.108
44 H -0.59593 -0.46130 0.47753  0.119
45 H 2.71976 4.27365 -0.29269  0.082
46 H 1.17300 4.50636 0.59708  0.092
47 H 3.73879 2.20895 -0.21461  0.151
48 H -5.52689 -0.46974 2.85138  0.104
49 H 2.67751 -2.46356 -0.60897  0.116
50 H 0.25755 -3.59165 -1.07595  0.108

Forces on the atoms, in the same order (eV/Å):
-0.008 0.370 0.038
0.372 -0.340 -0.320
0.438 0.130 -0.293
-0.182 0.083 0.158
0.094 0.218 0.536
-0.970 -0.578 0.656
-0.628 0.714 0.357
-0.248 0.015 0.463
0.675 0.533 -0.525
0.492 -0.157 -0.094
0.052 -0.038 -0.092
0.608 -0.093 -0.619
0.049 0.017 0.001
-0.167 -0.322 -0.845
0.137 0.161 0.615
-1.224 0.209 0.684
0.335 -0.539 -0.088
-0.411 -0.025 0.433
0.037 0.270 0.029
0.335 -0.544 -0.126
-0.804 -0.021 0.473
-0.069 -0.020 0.076
0.024 -0.046 -0.096
0.756 0.187 -0.421
-0.411 -0.300 -0.214
-0.111 -0.064 -0.189
-0.099 -0.022 0.008
0.028 0.044 0.046
-0.306 0.525 0.150
0.812 0.007 -0.488
0.376 -0.156 -0.271
0.097 -0.135 -0.035
-0.006 -0.030 -0.087
-0.063 0.250 0.007
-0.125 -0.014 0.139
-0.106 0.010 0.077
0.158 0.041 -0.137
0.079 -0.009 -0.073
0.103 -0.031 -0.069
-0.166 -0.032 0.143
-0.174 -0.051 0.050
-0.081 -0.025 -0.037
0.114 0.052 0.073
0.180 0.090 -0.074
0.064 0.029 0.004
0.139 -0.055 0.035
-0.116 -0.153 0.123
-0.169 -0.116 0.117
0.248 0.067 -0.115
-0.158 -0.106 -0.183